(1)
This record from the Open Molecules 2025 dataset describes the ion C7H6NO2Se with charge -1. The level of theory is ωB97M-V/def2-TZVPD.

CARTESIAN COORDINATES (ANGSTROEM)
C -1.6005 -1.5673 -0.9142
C -0.3228 -1.4023 -0.3663
C -2.6426 -0.7165 -0.8598
C 0.4351 -0.3741 0.0015
C -2.7106 1.2049 0.7631
C 2.0918 -0.6549 -0.0060
C 1.5579 2.1560 1.0356
N -2.7067 0.3978 -0.1030
O 2.7989 0.1662 -0.6019
O 2.3914 -1.6772 0.6120
Se 0.0655 1.4617 0.0562
H -1.6009 -2.5062 -1.4720
H 0.3147 -2.2822 -0.2392
H -3.4498 -1.0513 -1.4494
H 2.3323 2.2441 0.3775
H 1.3137 3.1937 1.3928
H 1.7326 1.4074 1.7730

Calculated values
ΔE to the lowest compared entry with this formula, charge and spin, kcal/mol: 46.7
E_HOMO, eV: -4.26
Charge: -1
Total energy, hartree: -2876.95594

=====

(2)
This record from the Open Molecules 2025 dataset describes a cluster of 7 separate species, C24H44O22 in total. The level of theory is ωB97M-V/def2-TZVPD.

CARTESIAN COORDINATES (ANGSTROEM)
O -1.4271 -0.7149 0.4636
C -2.2183 -0.8761 1.3658
O -1.9279 -0.3814 2.5948
C -3.4820 -1.6913 1.1583
C -4.5211 -1.5461 2.2575
C -5.2020 -0.1846 2.2926
C -6.4254 -0.3573 1.4024
C -6.7060 -1.8351 1.5744
O -7.6912 -2.4697 1.2929
O -5.5950 -2.4516 2.0951
H -2.7042 -0.0349 3.0439
H -3.1965 -2.7330 1.0535
H -3.8848 -1.3696 0.2023
H -4.0211 -1.7081 3.2077
H -4.5747 0.6950 2.1941
H -5.6099 -0.1254 3.3031
H -6.2795 -0.1294 0.3529
H -7.2167 0.2714 1.7843
C -4.7059 4.7335 5.0105
O -3.4984 5.1583 4.3756
C -2.9656 4.2639 3.5507
O -3.4104 3.1699 3.3142
O -1.8585 4.7782 3.0328
C -1.1734 3.9129 2.1206
H -5.0198 5.5560 5.6452
H -5.4772 4.5287 4.2707
H -4.5290 3.8496 5.6200
H -1.8061 3.6767 1.2676
H -0.8632 2.9967 2.6192
H -0.2979 4.4591 1.7848
C 3.8101 -3.8190 1.2105
O 3.7307 -2.4133 1.4650
C 2.6044 -2.0203 2.0614
O 1.6892 -2.7277 2.3787
O 2.6833 -0.7038 2.2399
C 1.5306 -0.1192 2.8561
H 4.7688 -3.9835 0.7270
H 3.7685 -4.3797 2.1421
H 3.0067 -4.1340 0.5484
H 1.3746 -0.5354 3.8493
H 0.6472 -0.2715 2.2410
H 1.7349 0.9450 2.9382
C 7.0512 -1.8139 2.4075
O 7.4972 -2.3986 1.1815
C 8.8086 -2.6152 1.1226
O 9.6050 -2.3655 1.9860
O 9.0847 -3.1601 -0.0605
C 10.4696 -3.4459 -0.2632
H 5.9755 -1.6963 2.3154
H 7.2732 -2.4692 3.2480
H 7.5121 -0.8403 2.5621
H 10.8273 -4.1585 0.4772
H 11.0606 -2.5336 -0.2165
H 10.5474 -3.8804 -1.2551
C 4.5359 0.8855 0.5452
O 5.5697 1.6609 -0.0742
C 5.6809 2.8954 0.3998
O 5.0056 3.3861 1.2656
O 6.6734 3.5034 -0.2492
C 6.9053 4.8498 0.1659
H 4.5514 -0.0897 0.0700
H 4.7269 0.7685 1.6075
H 3.5644 1.3498 0.3894
H 7.1799 4.8861 1.2182
H 6.0238 5.4634 -0.0089
H 7.7297 5.2157 -0.4385
C -2.3552 -2.1128 -2.4380
O -3.7275 -2.0738 -2.8538
C -4.0355 -2.9493 -3.8090
O -3.2803 -3.7310 -4.3162
O -5.3297 -2.8124 -4.0951
C -5.8031 -3.7066 -5.1055
H -2.2440 -1.3620 -1.6640
H -2.1065 -3.0897 -2.0285
H -1.6920 -1.8767 -3.2688
H -5.6805 -4.7403 -4.7897
H -5.2765 -3.5393 -6.0430
H -6.8584 -3.4870 -5.2346
C -2.3385 3.7408 -7.0768
O -3.3681 3.1986 -6.2482
C -3.2170 1.9044 -5.9698
O -2.3177 1.2045 -6.3503
O -4.2305 1.5248 -5.1984
C -4.1928 0.1443 -4.8183
H -2.5854 4.7883 -7.2210
H -1.3692 3.6575 -6.5897
H -2.3142 3.2353 -8.0399
H -3.2936 -0.0647 -4.2513
H -4.2426 -0.4939 -5.6997
H -5.0609 -0.0358 -4.1950

Calculated values
E_HOMO, eV: -10.70
SMILES: O=C(O)C[C@H]1CCC(=O)O1.COC(=O)OC.COC(=O)OC.COC(=O)OC.COC(=O)OC.COC(=O)OC.COC(=O)OC
Charge: 0
Total energy, hartree: -2596.24232

=====

(3)
This record from the Open Molecules 2025 dataset describes a structure of composition C34H26Cl3FFeN11O5. The level of theory is ωB97M-V/def2-TZVPD.

CARTESIAN COORDINATES (ANGSTROEM)
Fe -0.1492 0.4900 0.5461
C -1.0055 -1.6493 1.9097
N -1.0680 -0.2095 2.1079
C -0.3968 0.2536 3.3109
C 0.9800 0.5455 2.9037
N 1.3833 0.3891 1.6681
C 2.6870 0.8190 1.6663
C 3.6078 0.8895 0.6120
C 4.8913 1.3881 0.8677
C 5.2526 1.8071 2.1510
C 4.3501 1.7421 3.2197
C 3.0774 1.2420 2.9346
N 1.9621 1.0473 3.7097
C -0.3284 -1.9791 0.6254
N 0.4759 -1.1959 -0.0627
C 0.8645 -1.9308 -1.1536
C 1.7034 -1.5816 -2.2216
C 1.9534 -2.5299 -3.2217
C 1.3762 -3.8009 -3.1615
C 0.5304 -4.1671 -2.1074
C 0.3000 -3.2010 -1.1252
N -0.4544 -3.2042 0.0190
H -2.0284 -2.0442 1.8925
H -0.4865 -2.1691 2.7244
H -2.0846 0.1593 2.1234
H -0.4546 -0.4577 4.1414
H -0.8699 1.1833 3.6473
H 3.3103 0.5630 -0.3767
H 5.6100 1.4499 0.0546
H 6.2552 2.1930 2.3224
H 4.6308 2.0695 4.2140
H 1.8781 1.2629 4.6907
H 2.1407 -0.5912 -2.2594
H 2.6041 -2.2693 -4.0525
H 1.5867 -4.5197 -3.9506
H 0.0807 -5.1523 -2.0626
H -1.0072 -3.9759 0.3581
N -10.3277 -2.7326 1.1426
C -9.2222 -2.4868 0.8893
C -7.8565 -2.1832 0.5762
C -7.0828 -1.4276 1.4598
C -5.7481 -1.1295 1.1562
C -5.1716 -1.5861 -0.0393
C -5.9551 -2.3450 -0.9226
C -7.2890 -2.6405 -0.6148
N -3.8126 -1.2848 -0.3528
C -3.1083 -1.6594 -1.4786
C -1.8441 -1.1387 -1.3340
N -1.7350 -0.4540 -0.1604
C -2.9184 -0.5558 0.4042
H -7.5110 -1.0636 2.3929
H -5.1954 -0.5384 1.8809
H -5.5648 -2.7257 -1.8622
H -7.8789 -3.2309 -1.3146
H -3.5312 -2.2473 -2.2776
H -1.0090 -1.2240 -2.0176
H -3.1670 -0.1163 1.3592
Cl 0.1049 3.9714 4.7019
C -0.4014 4.3145 3.0322
Cl -2.0763 4.9121 3.0325
Cl 0.6678 5.5506 2.3315
C -0.3201 3.0895 2.2355
N -0.2561 2.1206 1.6056
F 5.5046 4.3107 -1.8225
C 4.8907 3.2134 -2.3036
C 3.5662 3.1048 -2.3853
N 2.9611 1.9696 -2.8958
C 1.4848 1.9024 -2.8760
C 0.8546 1.9948 -1.4687
O 0.1184 3.0086 -1.2856
O 1.1753 1.0789 -0.6595
C 3.6953 0.8763 -3.3352
O 3.2333 -0.1389 -3.8523
N 5.0609 0.9992 -3.2128
C 5.7407 2.0975 -2.7577
O 6.9673 2.1504 -2.7478
H 2.9147 3.9040 -2.0428
H 1.1449 0.9658 -3.3315
H 1.1152 2.7173 -3.5110
H 5.6024 0.2159 -3.5361
O -0.9782 1.5714 -0.4644

Calculated values
E_HOMO (alpha / beta), eV: -1.34 / -3.17
Charge: -1
Multiplicity: 5
Total energy, hartree: -5033.65523

=====

(4)
This record from the Open Molecules 2025 dataset describes a structure of composition C4H12N2O. The level of theory is ωB97M-V/def2-TZVPD.

CARTESIAN COORDINATES (ANGSTROEM)
C -1.2158 -0.1912 -0.3673
C -1.1753 0.8807 -1.2094
N -0.5874 2.2174 -1.0698
N -1.1328 -1.5480 -0.9661
H -0.3698 -0.6835 0.4834
H -1.5309 0.7441 -2.2629
H -1.1551 2.9405 -1.5143
H -0.2717 2.4172 -0.1208
H -1.9824 -2.1133 -0.7445
H -0.3684 -2.0860 -0.5185
H -1.0943 -1.4888 -1.9853
C 1.2856 -0.3208 1.7590
O 0.4019 -1.2527 1.1837
C 2.0973 0.3888 0.7125
H 1.9690 -0.8595 2.4346
H 0.7387 0.4378 2.3682
H 3.0629 0.6818 1.1027
H 1.6157 1.2191 0.2105
H 2.2614 -0.4187 -0.0399

Calculated values
ΔE to the lowest compared entry with this formula, charge and spin, kcal/mol: 79.7
E_HOMO (alpha / beta), eV: -13.83 / -13.68
Charge: +1
Multiplicity: 2
Total energy, hartree: -343.93555

=====

(5)
This record from the Open Molecules 2025 dataset describes a cluster of 2 separate species, C4H5BN2O in total. The level of theory is ωB97M-V/def2-TZVPD.

CARTESIAN COORDINATES (ANGSTROEM)
B 2.6828 -0.2891 -0.3348
C -0.6129 1.0488 -0.2298
C -1.0445 -1.2471 0.0866
C -2.6887 0.2994 0.1946
C -0.1361 -0.2440 -0.1678
N -1.9011 1.3272 -0.0483
N -2.3336 -0.9700 0.2651
O 3.2291 0.3746 0.6262
H 3.1045 -0.9016 -1.2323
H 0.0313 1.8982 -0.4252
H -0.7715 -2.2932 0.1521
H -3.7372 0.5212 0.3578
H 4.1777 0.4758 0.7556

Calculated values
ΔE to the lowest compared entry with this formula, charge and spin, kcal/mol: 84.2
E_HOMO, eV: -8.23
Charge: 0
Total energy, hartree: -364.91349

=====

Question: Among the records above, which one has the lowest total energy?
Answer: C34H26Cl3FFeN11O5